{"formula": "C43H60HfN2O5P2", "method": "the ωB97M-V functional and the def2-TZVPD basis", "e_lumo_ev": 0.076, "orbital_gap_ev": 3.31, "de_lowest_kj_mol": 235.8, "symbols": ["Hf", "O", "C", "C", "N", "C", "C", "O", "O", "C", "C", "O", "O", "H", "H", "H", "H", "H", "H", "H", "H", "H", "N", "C", "C", "C", "C", "C", "C", "P", "C", "C", "C", "C", "C", "C", "C", "C", "C", "C", "C", "C", "H", "H", "H", "H", "H", "H", "H", "H", "H", "H", "H", "H", "H", "H", "H", "H", "C", "H", "H", "C", "C", "C", "C", "C", "C", "P", "C", "C", "C", "C", "C", "C", "C", "C", "C", "C", "C", "C", "H", "H", "H", "H", "H", "H", "H", "H", "H", "H", "H", "H", "H", "H", "H", "H", "H", "H", "H", "H", "H", "H", "H", "H", "H", "H", "H", "H", "H", "H", "H", "H", "H"], "coordinates": [[10.64, 8.91, 12.30], [9.87, 7.69, 13.78], [10.50, 6.35, 14.20], [11.18, 5.82, 12.98], [12.17, 6.73, 12.42], [12.47, 6.29, 11.05], [11.59, 7.08, 10.09], [11.95, 7.06, 8.92], [10.70, 7.95, 10.61], [13.28, 7.02, 13.31], [13.25, 8.41, 13.97], [14.13, 8.71, 14.72], [12.24, 9.32, 13.51], [9.14, 7.86, 14.38], [11.19, 6.63, 15.01], [9.74, 5.64, 14.60], [11.69, 4.85, 13.18], [10.49, 5.63, 12.17], [13.50, 6.49, 10.75], [12.31, 5.18, 10.95], [13.34, 6.25, 14.11], [14.23, 6.94, 12.74], [11.76, 10.75, 11.62], [11.80, 11.15, 10.23], [12.88, 10.86, 9.41], [12.81, 11.11, 8.01], [11.77, 11.90, 7.48], [10.78, 12.30, 8.37], [10.66, 11.79, 9.69], [9.06, 11.82, 10.44], [8.70, 13.60, 10.76], [7.37, 14.02, 10.97], [7.07, 15.34, 11.33], [8.13, 16.21, 11.61], [9.45, 15.89, 11.21], [9.69, 14.62, 10.77], [7.87, 10.94, 9.37], [6.51, 11.21, 9.39], [5.69, 10.78, 8.33], [6.06, 9.66, 7.58], [7.42, 9.28, 7.65], [8.29, 9.89, 8.54], [12.67, 10.62, 12.07], [11.29, 11.47, 12.15], [13.71, 10.20, 9.74], [13.63, 10.73, 7.38], [11.63, 12.18, 6.45], [10.06, 13.05, 8.04], [6.57, 13.34, 10.70], [6.02, 15.60, 11.43], [7.95, 17.18, 12.05], [10.29, 16.63, 11.14], [10.70, 14.38, 10.43], [6.01, 11.88, 10.10], [4.77, 11.36, 8.13], [5.35, 9.08, 7.00], [7.79, 8.57, 6.90], [9.35, 9.59, 8.54], [9.07, 10.51, 11.72], [8.77, 11.04, 12.65], [8.22, 9.88, 11.42], [5.76, 15.72, 17.00], [5.62, 14.43, 16.18], [6.54, 13.33, 16.76], [7.97, 13.72, 17.12], [8.23, 15.16, 16.58], [7.23, 16.21, 17.14], [9.17, 12.43, 16.38], [10.87, 13.19, 16.62], [11.28, 13.96, 17.91], [12.51, 14.85, 17.68], [13.55, 14.21, 16.74], [12.94, 13.85, 15.38], [11.39, 13.92, 15.36], [9.13, 10.93, 17.52], [7.73, 10.28, 17.69], [7.87, 8.86, 18.24], [9.11, 8.67, 19.13], [9.46, 9.99, 19.83], [9.84, 11.11, 18.85], [5.38, 15.55, 18.02], [5.14, 16.51, 16.59], [5.86, 14.59, 15.13], [4.59, 14.10, 16.27], [6.61, 12.54, 15.99], [6.06, 12.90, 17.66], [8.15, 13.77, 18.23], [8.17, 15.14, 15.48], [9.30, 15.46, 16.78], [7.37, 17.18, 16.65], [7.49, 16.39, 18.22], [11.50, 12.26, 16.64], [11.45, 13.25, 18.72], [10.47, 14.59, 18.32], [12.98, 15.09, 18.67], [12.21, 15.81, 17.22], [13.86, 13.27, 17.22], [14.47, 14.82, 16.66], [13.18, 12.83, 15.08], [13.25, 14.53, 14.58], [10.96, 13.50, 14.46], [11.06, 14.98, 15.39], [9.70, 10.19, 16.90], [7.24, 10.28, 16.72], [7.08, 10.90, 18.36], [7.98, 8.18, 17.38], [6.97, 8.56, 18.75], [9.97, 8.37, 18.49], [8.97, 7.81, 19.79], [10.35, 9.81, 20.49], [8.65, 10.30, 20.52], [10.91, 11.09, 18.68], [9.48, 12.04, 19.27]]}